Entry from the Open Molecules 2025 dataset: a structure of composition C18H27F9O18S3 at a distorted geometry (ωB97M-V/def2-TZVPD).

Element x y z (Å)
C1 -5.96656 0.89183 -0.49440
C2 -5.31868 -0.11801 -1.39246
O1 -6.37961 -0.68592 -2.24469
S1 -7.75156 -0.49701 -1.41247
O2 -7.82381 -1.54538 -0.45976
O3 -8.79208 -0.25025 -2.28076
O4 -7.39638 0.85119 -0.68879
H1 -5.55921 1.91030 -0.59466
H2 -5.79439 0.53572 0.52142
H3 -4.88900 -0.91455 -0.83048
H4 -4.52809 0.31188 -1.96507
C3 -0.97285 2.05797 -3.35747
C4 -0.02332 2.60230 -2.31614
O5 -0.83702 3.07920 -1.20836
S2 -2.40785 2.68052 -1.48084
O6 -3.05914 3.73069 -2.07180
O7 -2.97599 2.03112 -0.35894
O8 -2.09601 1.51068 -2.60301
H5 -0.49147 1.27043 -3.92534
H6 -1.27299 2.85431 -4.02660
H7 0.55688 3.44800 -2.67977
H8 0.60963 1.86206 -1.85936
C5 -1.51498 -2.09157 -1.76534
C6 -0.10312 -1.92332 -1.21386
O9 -0.21291 -1.87524 0.27888
S3 -1.78238 -1.73445 0.64231
O10 -1.96838 -0.61188 1.47366
O11 -2.23401 -2.94751 1.05617
O12 -2.32373 -1.30908 -0.81178
H9 -1.82796 -3.12343 -1.67706
H10 -1.73757 -1.70584 -2.75735
H11 0.29670 -0.99820 -1.57897
H12 0.52365 -2.74263 -1.49738
C7 7.51311 -1.80304 -4.17997
C8 6.88331 -1.08609 -3.02841
O13 5.56591 -0.60188 -3.44033
C9 4.84143 -0.07436 -2.42339
O14 5.10943 -0.09257 -1.26435
C10 3.48169 0.49704 -2.93270
F1 3.31839 1.66275 -2.28866
F2 3.53117 0.76206 -4.22387
F3 2.46252 -0.34263 -2.68155
H13 7.58945 -1.07228 -5.01172
H14 7.02559 -2.75415 -4.46730
H15 8.54865 -2.02023 -3.95703
H16 7.51997 -0.28481 -2.58765
H17 6.72319 -1.80369 -2.23078
C11 -0.02872 -3.15681 3.97551
C12 -0.95387 -2.10268 4.60201
O15 -0.10204 -0.94401 4.70446
C13 -0.53100 0.03480 5.53103
O16 -1.56951 0.05701 6.06991
C14 0.49891 1.16136 5.63281
F4 0.14604 2.17210 4.87225
F5 0.54536 1.64237 6.89009
F6 1.76280 0.78685 5.24848
H18 0.84943 -3.26753 4.60744
H19 0.30133 -2.79106 2.99253
H20 -0.62336 -4.07103 3.84004
H21 -1.19654 -2.34519 5.61603
H22 -1.85965 -1.85676 4.05224
C15 0.75834 3.16281 1.61554
C16 -0.02364 1.91903 1.80763
O17 1.07859 0.89924 2.11447
C17 1.63863 0.35643 1.06100
O18 1.42806 0.47429 -0.06947
C18 2.74579 -0.66308 1.54759
F7 2.51636 -1.12577 2.77752
F8 2.84617 -1.73274 0.71909
F9 3.92737 -0.01195 1.61371
H23 0.10199 4.03121 1.66211
H24 1.31341 3.08787 0.68371
H25 1.43505 3.20876 2.46046
H26 -0.49451 1.58351 0.92067
H27 -0.57039 1.95090 2.74930

Results
- HOMO energy (eV) = -10.877
- E_LUMO (eV) = 0.03
- relative energy (zero: lowest compared OMol25 entry of this formula, charge and spin) (eV) = 1.336
- Kohn-Sham gap (eV) = 10.9
- net charge = 0